The following is a quantum chemistry calculation of a 9-piece molecular cluster, C12H43O9S overall, from the Open Molecules 2025 dataset.

Computed properties:
Electronic energy (eV): -42392.7064
Largest force on an atom (hartree/bohr): 0.012
2S+1: 1
Net charge: +1
HOMO (eV): -11.12
LUMO energy (eV): -4.1

Last columns: bonded neighbours and bond lengths (Å).
Geometry (Å):
1 C 3.70 2.87 -2.09  C2 1.519, H7 1.088, H8 1.088, H9 1.091
2 C 2.99 1.90 -3.01  C1 1.519, C3 1.527, H10 1.092, H11 1.089
3 C 1.52 1.69 -2.65  C2 1.527, C4 1.535, H12 1.089, H13 1.092
4 C 0.64 2.83 -3.19  C3 1.535, S5 1.789, H14 1.091, H15 1.089
5 S -1.01 2.20 -3.41  C4 1.789, O6 1.589, H16 1.349
6 O -1.77 2.39 -2.03  S5 1.589, H17 0.972
7 H 4.76 2.92 -2.34  C1 1.088
8 H 3.63 2.54 -1.05  C1 1.088
9 H 3.31 3.89 -2.16  C1 1.091
10 H 3.08 2.23 -4.04  C2 1.092
11 H 3.48 0.93 -2.95  C2 1.089
12 H 1.40 1.59 -1.57  C3 1.089
13 H 1.18 0.74 -3.08  C3 1.092
14 H 0.96 3.12 -4.19  C4 1.091
15 H 0.56 3.70 -2.53  C4 1.089
16 H -1.61 3.14 -4.18  S5 1.349
17 H -1.40 3.14 -1.52  O6 0.972
18 C -1.15 -1.59 -2.51  O19 1.430, H20 1.085, H21 1.093, H22 1.096
19 O -0.77 -0.88 -1.33  C18 1.430, H23 0.960
20 H -0.68 -2.56 -2.48  C18 1.085
21 H -2.24 -1.72 -2.55  C18 1.093
22 H -0.81 -1.06 -3.41  C18 1.096
23 H -1.21 -0.02 -1.34  O19 0.960
24 C 2.20 -3.43 -1.93  O25 1.424, H26 1.088, H27 1.093, H28 1.092
25 O 1.17 -3.91 -2.78  C24 1.424, H29 0.961
26 H 2.41 -2.41 -2.22  C24 1.088
27 H 1.89 -3.44 -0.88  C24 1.093
28 H 3.12 -4.02 -2.04  C24 1.092
29 H 0.98 -4.82 -2.53  O25 0.961
30 C -1.17 -3.50 0.59  O31 1.412, H32 1.090, H33 1.096, H34 1.095
31 O -1.23 -4.38 1.69  C30 1.412, H35 0.968
32 H -0.99 -4.10 -0.30  C30 1.090
33 H -2.11 -2.95 0.46  C30 1.096
34 H -0.36 -2.77 0.69  C30 1.095
35 H -1.40 -3.85 2.48  O31 0.968
36 C -1.89 -1.81 4.67  O37 1.430, H38 1.088, H39 1.094, H40 1.091
37 O -2.39 -2.70 3.67  C36 1.430, H41 0.961
38 H -0.82 -1.71 4.51  C36 1.088
39 H -2.36 -0.82 4.57  C36 1.094
40 H -2.08 -2.18 5.67  C36 1.091
41 H -3.34 -2.79 3.77  O37 0.961
42 C -4.91 -1.32 0.55  O43 1.419, H44 1.087, H45 1.094, H46 1.095
43 O -4.25 -1.60 1.78  C42 1.419, H47 0.960
44 H -5.79 -1.97 0.51  C42 1.087
45 H -5.24 -0.28 0.50  C42 1.094
46 H -4.27 -1.55 -0.31  C42 1.095
47 H -3.46 -1.07 1.84  O43 0.960
48 C 4.44 1.02 1.44  O49 1.427, H50 1.088, H51 1.092, H52 1.092
49 O 3.64 0.38 0.44  C48 1.427, H53 0.960
50 H 4.56 2.06 1.14  C48 1.088
51 H 3.97 0.98 2.42  C48 1.092
52 H 5.44 0.57 1.51  C48 1.092
53 H 3.54 -0.54 0.69  O49 0.960
54 C -1.16 -1.92 8.97  O55 1.425, H56 1.087, H57 1.092, H58 1.093
55 O -2.22 -2.20 8.06  C54 1.425, H59 0.960
56 H -0.87 -0.88 8.81  C54 1.087
57 H -1.48 -2.03 10.01  C54 1.092
58 H -0.29 -2.55 8.79  C54 1.093
59 H -2.49 -3.11 8.20  O55 0.960
60 C 0.03 6.20 -4.66  O61 1.429, H62 1.090, H63 1.091, H64 1.090
61 O 0.28 5.91 -3.28  C60 1.429, H65 0.961
62 H -0.11 5.25 -5.17  C60 1.090
63 H -0.87 6.80 -4.78  C60 1.091
64 H 0.87 6.72 -5.12  C60 1.090
65 H 0.42 6.75 -2.83  O61 0.961